No. 1
A molecular structure, C27H17CrN2O3. Source: OMol25; level of theory: ωB97M-V/def2-TZVPD.

Element x y z (Å)
1 O -0.56980 -0.77987 6.02305
2 C -1.35923 -0.61643 5.16042
3 Cr -2.44641 -0.09311 3.70974
4 C -0.77304 0.28746 2.89273
5 O 0.28655 0.54442 2.45504
6 C -2.28686 1.66583 4.38770
7 O -1.99460 2.71202 4.83960
8 C -4.41231 -0.75199 4.35160
9 C -3.64050 -1.86868 4.01232
10 C -2.96721 -1.92755 2.77582
11 C -3.01888 -0.88797 1.79530
12 C -2.06722 -0.76695 0.65117
13 C -1.10855 -0.42273 -0.07591
14 C -0.11415 -0.30387 -1.09468
15 C 0.82169 -1.46110 -1.16943
16 C 1.60384 -1.69342 -2.32785
17 C 2.62645 -2.64230 -2.33748
18 C 2.76075 -3.55816 -1.28062
19 C 1.84687 -3.48596 -0.22467
20 C 0.84488 -2.49339 -0.19577
21 C -3.88771 0.18001 2.16365
22 C -4.56831 0.25236 3.39236
23 H -4.88854 -0.66821 5.33100
24 H -3.51567 -2.67608 4.75551
25 H -2.32608 -2.79901 2.57356
26 H -0.51817 0.04971 -2.10367
27 H 1.45205 -1.06892 -3.21072
28 H 3.31249 -2.69011 -3.18384
29 H 3.58015 -4.29128 -1.28936
30 H 1.92107 -4.23708 0.56622
31 H 0.12641 -2.52224 0.61772
32 H -3.98060 1.01641 1.45453
33 H -5.18048 1.13869 3.63142
34 N 5.59296 0.51504 -5.03809
35 C 4.68628 1.03945 -4.51784
36 C 3.56613 1.67345 -3.91890
37 C 2.94506 1.04539 -2.82338
38 C 1.74249 1.55306 -2.32161
39 C 1.33188 2.80801 -2.81893
40 N 0.24165 3.23243 -2.06719
41 C -0.07344 2.29906 -1.10910
42 C 0.75419 1.13915 -1.27264
43 C 1.95510 3.47669 -3.86952
44 C 3.07006 2.87572 -4.45536
45 H 3.35827 0.14108 -2.38174
46 H -0.21342 4.14112 -2.21741
47 H -0.84654 2.53613 -0.35345
48 H 1.18407 0.65060 -0.30334
49 H 1.58178 4.42102 -4.24652
50 H 3.56457 3.31213 -5.33150

Output
LUMO (alpha / beta), eV: -7.477 / -10.526
Total charge: +2
Gap between HOMO and LUMO (alpha / beta), eV: 3.96 / 3.16
E, Ha: -2417.91689
Multiplicity: 4

Atomic charges from the Löwdin analysis, expressed in e, are listed below: O 0.238; C -0.007; Cr 0.364; C -0.058; O 0.197; C -0.014; O 0.232; C -0.080; C -0.077; C -0.059; C -0.253; C 0.102; C 0.042; C -0.190; C -0.191; C -0.038; C -0.049; C -0.043; C -0.054; C -0.014; C -0.065; C -0.074; H 0.161; H 0.169; H 0.164; H 0.213; H 0.124; H 0.123; H 0.126; H 0.114; H 0.094; H 0.164; H 0.168; N 0.189; C -0.171; C -0.207; C 0.044; C -0.096; C -0.188; N 0.115; C -0.021; C -0.149; C 0.029; C 0.019; H 0.124; H 0.186; H 0.141; H 0.188; H 0.126; H 0.142

---

No. 2
A single C2H4N2OS molecule. Source: OMol25; level of theory: ωB97M-V/def2-TZVPD.

Element x y z (Å)
1 C -0.67976 0.65667 0.03278
2 C 0.78078 0.58098 -0.07759
3 H -3.29469 -0.95768 0.34020
4 H -3.16830 0.69993 0.00484
5 H -1.02643 1.66348 0.28392
6 H 0.34231 -1.66694 0.00990
7 N -2.76619 -0.23784 -0.11509
8 N -1.43575 -0.38373 0.04691
9 O 1.35686 1.62302 0.00231
10 S 1.56873 -0.98737 0.00555

Output
LUMO, eV: 0.155
Total charge: 0
Gap between HOMO and LUMO, eV: 9.68
E, Ha: -661.49993
Relative energy (zero: lowest compared OMol25 entry of this formula, charge and spin), kJ/mol: 224.8
Structure (SMILES): N/N=C/C(=O)S

Atomic charges from the Löwdin analysis, expressed in e, are listed below: C -0.166; C -0.843; H 0.086; H 0.104; H 0.128; H -0.095; N 0.021; N -0.067; O 0.011; S 0.819

---

No. 3
A gas-phase ion, C8H11INO2 (charge -1). Source: OMol25; level of theory: ωB97M-V/def2-TZVPD.

Element x y z (Å)
1 C -0.58711 0.16990 0.10385
2 C 0.05589 -0.97635 -0.21819
3 C -2.01729 0.14492 0.61039
4 C -0.77687 -2.24153 -0.17937
5 C -0.16444 2.43266 -0.91990
6 C 2.33932 -0.93099 0.91805
7 C 0.14140 1.49695 0.27773
8 C 1.53902 -1.20715 -0.40251
9 N -2.81779 0.10173 -0.47774
10 O -0.28007 -3.34563 -0.28984
11 O -2.22285 0.11908 1.80063
12 I -4.84546 0.21107 -0.11684
13 H -1.90966 -2.01359 -0.33620
14 H -1.27698 2.62372 -1.12156
15 H 0.30529 1.88095 -1.80238
16 H 0.32612 3.40698 -0.85996
17 H 3.44162 -1.02554 0.68481
18 H 2.00357 -1.46158 1.70167
19 H 2.34329 0.10901 1.08902
20 H -0.32646 1.97364 1.08790
21 H 1.23014 1.38892 0.39386
22 H 1.57075 -2.24994 -0.66126
23 H 1.92856 -0.60722 -1.28216

Output
LUMO, eV: 3.081
Total charge: -1
Gap between HOMO and LUMO, eV: 7.30
E, Ha: -814.36599
Relative energy (zero: lowest compared OMol25 entry of this formula, charge and spin), kJ/mol: 91.1
Structure (SMILES): CC/C(C=O)=C(CC)/C([O-])=N/I

Atomic charges from the Löwdin analysis, expressed in e, are listed below: C -0.133; C -0.171; C -0.827; C -0.201; C -0.105; C -0.071; C -0.184; C -0.183; N -0.467; O -0.003; O -0.034; I 0.496; H 0.135; H 0.094; H 0.085; H 0.048; H 0.086; H 0.035; H 0.023; H 0.090; H 0.089; H 0.075; H 0.125

---

No. 4
A single C18H18F3N3O4S molecule. Source: OMol25; level of theory: ωB97M-V/def2-TZVPD.

Element x y z (Å)
1 O 2.26771 -2.62863 -0.95278
2 O 2.47137 0.56032 2.84202
3 O 3.09322 2.31413 1.44766
4 F -3.99192 3.69418 -1.96302
5 F -2.40457 2.33705 -2.14686
6 F -2.71714 3.72431 -0.19033
7 O 0.22528 -3.60555 0.36562
8 C 2.27335 -2.36139 0.27539
9 C -5.50212 -0.59953 0.24463
10 C -6.16025 0.30789 -0.54262
11 C -1.45900 1.12325 1.52062
12 C -4.15229 -0.51429 0.48058
13 C -0.85283 0.65709 -0.74531
14 C -5.49625 1.31107 -1.03382
15 C -0.12569 1.20452 1.81654
16 C -1.92035 0.82612 0.27552
17 C -3.41596 0.63731 0.04869
18 C 0.50320 0.70150 -0.46796
19 C -4.07003 1.61664 -0.73328
20 C 0.86498 0.94554 0.85652
21 N 1.20445 -2.85499 1.06829
22 N 1.39898 0.23040 -1.45577
23 N 3.57826 -0.18802 0.48238
24 C -3.22776 2.80674 -1.23442
25 C 2.74251 0.79813 -1.58437
26 C 3.87716 0.05131 -0.92380
27 C 4.80059 -2.32500 0.72613
28 C 3.46515 -1.56017 0.95637
29 S 2.54402 1.00281 1.43009
30 H 0.48277 -3.74737 -0.56605
31 H -5.94860 -1.55857 0.63394
32 H -7.16799 0.31420 -0.80098
33 H -2.18114 1.42861 2.19628
34 H -3.41291 -1.14178 1.13366
35 H -1.18981 0.45678 -1.77918
36 H -6.06663 2.00310 -1.71672
37 H 0.13088 1.41547 2.78674
38 H 1.15616 -2.60506 2.15167
39 H 1.04636 -0.29409 -2.28992
40 H 2.80714 1.85821 -1.35330
41 H 2.93962 0.90875 -2.63641
42 H 3.92486 -0.84876 -1.55226
43 H 4.83678 0.56191 -1.09570
44 H 5.12984 -2.45786 -0.30140
45 H 5.58436 -1.70906 1.13505
46 H 4.81322 -3.33279 1.11168
47 H 3.30101 -1.46445 2.08020

Output
LUMO, eV: 0.185
Total charge: 0
Gap between HOMO and LUMO, eV: 8.81
E, Ha: -1859.54808
Relative energy (zero: lowest compared OMol25 entry of this formula, charge and spin), kJ/mol: 582.3
Structure (SMILES): C[C@H](C(=O)NO)N1CCNc2cc(-c3ccccc3C(F)(F)F)ccc2S1(=O)=O

Atomic charges from the Löwdin analysis, expressed in e, are listed below: O -0.002; O -0.330; O -0.268; F 0.085; F 0.156; F 0.045; O -0.035; C -0.362; C -0.080; C -0.127; C -0.047; C -0.018; C 0.056; C -0.026; C -0.024; C -0.138; C -0.121; C -0.237; C -0.005; C -0.199; N 0.008; N 0.035; N -0.146; C -0.437; C -0.206; C -0.193; C -0.031; C -0.298; S 0.764; H 0.097; H 0.130; H 0.101; H 0.109; H 0.157; H 0.123; H 0.137; H 0.092; H 0.216; H 0.162; H 0.118; H 0.115; H 0.118; H 0.129; H 0.075; H 0.081; H 0.081; H 0.138

---

No. 5
2 unconnected molecules or ions with the total composition C2H9N2O. Source: OMol25; level of theory: ωB97M-V/def2-TZVPD.

Element x y z (Å)
1 C -0.57030 -0.48765 2.33351
2 O 0.51620 0.33442 2.11135
3 H -1.47390 -0.12260 2.86977
4 H -0.13510 -1.26798 3.00867
5 H -0.90003 -1.03941 1.41884
6 N 1.28316 0.34355 -0.56922
7 C -0.06187 0.65478 -1.09322
8 N -0.28513 0.15275 -2.45321
9 H 1.49368 -0.61343 -0.83683
10 H 1.08865 0.36075 0.46896
11 H -0.07198 1.74292 -1.17611
12 H -0.88785 0.27600 -0.49349
13 H -0.40251 -0.84692 -2.49761
14 H 0.40699 0.51282 -3.09141

Output
LUMO, eV: 4.376
Total charge: -1
Gap between HOMO and LUMO, eV: 6.78
E, Ha: -266.31447
Relative energy (zero: lowest compared OMol25 entry of this formula, charge and spin), kJ/mol: 79.0

Atomic charges from the Löwdin analysis, expressed in e, are listed below: C -0.442; O -0.453; H 0.025; H 0.030; H 0.024; N -0.037; C -0.392; N -0.038; H 0.028; H 0.001; H 0.092; H 0.085; H 0.038; H 0.039